Entry 1:
This record from the OMol25 dataset describes a molecular structure, C53H53N6O6W. The level of theory is ωB97M-V with the def2-TZVPD basis set.

Values from the calculation:
**Max |F|**: 1.23 eV/A
**LUMO energy (alpha / beta)**: 1.297 / 0.943 eV
**⟨S²⟩**: 2.050
**Kohn-Sham gap (alpha / beta)**: 4.6211 / 5.6332 eV
**Relative energy (zero: lowest compared OMol25 entry of this formula, charge and spin)**: 0.00 kcal per mole

```
! wB97M-V def2-TZVPD RIJCOSX def2/J DEFGRID3
* xyz -1 3
C -4.8557 2.6213 -4.3916
H 3.9598 -3.9892 -2.2586
C -2.7895 6.0660 0.3147
H 0.4563 6.5878 -0.6087
H 1.4981 -2.5872 3.3129
H 1.5022 5.6308 -1.6473
N -0.2710 1.9183 -0.2052
H 1.6769 -5.1063 -2.1326
H -1.9547 -5.9355 2.0888
H 1.3345 2.8372 5.4116
H 0.7053 3.2843 -3.1367
H -2.7617 4.4025 1.6522
C -0.1899 0.9894 3.9716
O -2.2542 0.2533 0.6167
C -1.2528 4.0023 0.2442
H 1.6244 -0.7941 7.3541
H -3.4716 6.5817 0.9900
H 3.9489 -5.2398 3.2526
H 4.1142 1.5498 -4.9001
H -0.7251 1.5029 5.9779
C -4.0192 1.8679 -2.0965
H -0.5215 4.8704 -2.9534
C -0.6201 1.9859 5.0093
C -3.2119 1.0431 0.1470
C -1.7891 -2.5225 2.2192
H 2.1954 -5.9455 -0.6907
C -1.0349 2.3263 2.0642
H -2.3579 -0.8994 5.1307
H -2.1244 6.8175 -0.1077
O -1.4262 -3.7568 -2.2912
C -2.0354 4.9797 1.0715
C -0.9097 2.6839 0.7646
C 1.5989 0.8917 -3.9839
C 2.3296 -5.0223 -1.2598
N 0.8349 0.0967 -1.9500
N -1.9672 0.6751 -1.8275
H -1.5167 3.0089 2.7453
H -2.6304 1.1829 -5.0722
N 1.0536 -1.7384 0.0681
H -3.3829 5.6418 -0.4943
H 4.0605 -5.7486 -2.3534
C -3.8479 1.8917 -3.4783
H 2.0837 -1.2495 5.0628
H -4.8885 2.3279 -1.6517
C -1.8577 -4.9154 1.7354
C -2.3000 -3.0533 4.9226
C 1.8809 -3.8695 -0.4235
H 1.8366 1.5010 -6.0165
N 0.0876 0.1413 1.8414
H 1.5006 0.7674 6.5509
C -2.7498 1.2190 -3.9985
C -1.6918 -4.6432 0.4146
C 3.7858 -4.9141 -1.7093
C 1.3055 -0.9445 -2.7359
C 1.5110 -2.2509 -2.2668
C 0.5223 -0.1964 4.0887
C 0.5810 2.5043 -2.4061
H -1.6671 -5.3897 -0.3633
O -5.7826 3.1962 -3.7969
C 1.2098 -1.9542 2.4886
C 1.3576 -2.4295 1.2314
H 1.2342 -0.7141 -6.7210
C 0.6657 -0.6952 2.7794
H 2.9017 -0.1436 -6.7224
C 1.0239 1.2156 -2.7346
H -1.3668 5.4418 1.8089
C 1.9802 1.9089 -5.0184
C 1.4342 -2.5971 -0.9613
H 4.4265 -4.5809 1.6863
C -0.0668 2.7932 -1.2543
C -1.3354 -2.9208 -1.4104
H -0.0090 3.8881 5.8793
C 0.3350 3.1728 5.1312
C -2.1637 -4.0934 4.0536
C -1.8350 0.6125 -3.1534
H 2.5508 -1.8144 -7.1195
O -1.1788 -1.6338 -1.5580
C -0.4364 1.1701 2.5932
H 1.3006 2.7615 -4.9638
H 0.4277 3.6954 4.1796
C -1.5053 -3.2919 0.0545
H 4.4566 -4.9138 -0.8497
C 0.5558 6.1713 -1.6122
O -4.0947 1.4909 0.8383
C 1.0520 -0.2226 6.6229
N -1.4967 -2.2808 0.8938
C -1.9687 -1.4567 3.1326
H -2.4852 -3.2379 5.9723
H -2.2458 -5.1194 4.3894
C -0.6136 5.2438 -1.9325
C 2.3865 -1.3999 -5.0096
H 3.6984 3.0970 -5.6451
H 2.2262 -5.7585 1.5125
W -0.5291 -0.2634 -0.2426
C 1.0555 -0.9432 5.2814
H 3.4479 -1.5473 -4.7757
H 0.4938 -1.8798 5.3889
C 1.8557 -3.7601 0.9193
H -0.9929 0.0578 -3.5343
C -1.9288 -3.8507 2.6743
C 3.4212 2.3917 -4.8612
H -1.5473 5.8017 -1.9174
H 3.7703 -3.5149 2.9188
H -1.6203 2.3516 4.7596
H 1.5673 -4.7482 2.7766
C 2.2803 -4.7576 1.9471
H 0.6094 6.9997 -2.3189
H 1.9260 -2.3851 -4.9031
H 1.8438 -2.9991 -2.9682
H 3.5593 2.8802 -3.8964
H -1.9228 -0.4401 2.7695
C 2.2599 -0.9862 -6.4727
O -4.6152 2.5472 -5.6082
H 0.0480 -0.1030 7.0254
C -3.0679 1.2421 -1.3191
C -0.6956 4.0885 -0.9818
C 1.7635 -0.4863 -3.9885
C 3.6884 -4.5114 2.4856
C -2.2210 -1.7248 4.4447
*
```


Entry 2:
This record from the OMol25 dataset describes a molecular structure, C53H54BrN4O3P2STi. The level of theory is ωB97M-V with the def2-TZVPD basis set.

Values from the calculation:
**Max |F|**: 0.97 eV/A
**LUMO energy (alpha / beta)**: -0.529 / -0.726 eV
**⟨S²⟩**: 0.765
**Kohn-Sham gap (alpha / beta)**: 5.5407 / 6.9777 eV

```
! wB97M-V def2-TZVPD RIJCOSX def2/J DEFGRID3
* xyz 0 2
C 3.1663 -3.2439 0.9831
C -1.7596 2.0565 1.1269
H -1.5108 4.2080 -4.0746
C -2.1323 2.7761 -1.0567
C 3.5194 2.9818 -4.2735
C 2.5645 2.6557 -1.6501
C -3.9486 4.2317 -1.7250
C -3.2786 -4.0863 -0.7552
H -4.3319 -3.9920 -0.5189
H -0.5176 0.9260 5.3973
H 0.4477 -4.4702 -1.5713
C 0.5464 -0.3544 2.4549
H -2.3927 2.8551 1.5077
C 1.7964 -3.0585 0.8675
C -2.8638 -5.2107 -1.4525
C -1.2307 1.4658 3.4644
H 4.8262 4.4721 -3.4375
C 5.6081 0.5590 0.7817
H -3.9640 0.8496 -0.6396
Ti -0.7239 -0.2944 -0.3870
C 2.0399 1.8938 -2.6960
H -4.3041 -2.9879 2.0371
C 2.6830 4.6742 1.8196
N -0.1348 -2.1583 -0.3528
H 6.4491 0.1925 0.2066
O -1.8223 -1.8977 -3.6975
O 0.2612 0.6078 -3.5512
H 0.0853 -2.8186 2.1463
C -1.1102 1.2468 2.0733
C -3.2727 4.5356 -2.8945
C -1.0349 -3.2028 -0.6776
H 5.7919 -4.2012 -0.1944
H -4.5975 -0.5635 2.7669
C 1.5752 -2.1475 -2.8169
N -2.0594 -0.3574 -1.7076
H 3.8828 3.0986 -5.2856
C -0.4428 0.7668 4.3300
C 2.0989 -2.3791 -1.4284
H -1.1372 -6.1994 -2.2543
H -4.9186 4.6665 -1.5279
H -3.5965 -7.2390 -1.4662
H -3.9358 3.1072 0.0794
C 2.1410 4.2813 0.5974
H -2.8227 -3.7579 3.7547
H 2.0908 -1.3244 -3.3103
C -3.8373 -6.2662 -1.8984
H 2.0800 1.4761 -4.7855
C -4.7732 0.3443 -0.1206
H 6.3525 -0.1906 2.6500
H 1.2694 -1.0271 2.0145
H 1.7675 -3.0418 -3.4157
C 4.4608 0.8011 2.8712
H 5.8426 -2.9961 1.0900
S -2.1609 -0.5904 -3.1768
C -4.5861 -1.1700 -0.1500
H -6.7004 -1.5194 -0.1654
H -5.7141 0.6147 -0.6054
C -3.4357 -2.3590 2.2503
C 0.5032 -0.1485 3.8025
C 1.2660 -2.5167 -0.3151
C -0.6025 -4.3526 -1.3406
P 2.0145 2.5139 0.1055
C -3.8522 -1.2322 3.1993
H 1.0458 4.9685 -1.1244
C -2.0376 3.9707 -3.1608
C 1.9469 6.9396 1.4695
C 2.5193 2.0703 -3.9962
H 4.1081 -2.4390 -2.1391
H 2.5654 1.7796 2.7896
H -0.5079 2.6783 -2.4496
H 6.0659 -2.5069 -0.5909
C 3.4915 1.7239 0.8507
C 5.5542 0.3421 2.1499
N -1.5035 1.8915 -0.1555
H 1.8744 7.9659 1.8042
C 0.8907 -3.5224 1.9691
H 1.1964 -0.6762 4.4416
C -2.3754 -3.2249 2.9126
O 0.7651 0.3177 -1.3983
C 4.5884 1.2464 0.1369
C 3.4682 -2.5821 -1.2741
H -4.8551 -6.0123 -1.6031
H 1.4419 -3.6709 2.8982
H -3.8238 -6.3781 -2.9837
H -1.9513 -3.9625 2.2323
H 3.5627 -3.6276 1.9174
H -2.9839 -0.6268 3.4671
C -3.3812 3.3546 -0.8150
H -1.5685 -2.6087 3.3126
C 4.0454 3.7488 -3.2421
H -6.0181 -1.5815 1.4500
H 3.9759 4.1904 -1.1581
C 4.0306 -2.9729 -0.0708
C 0.9353 0.8756 -2.5736
C -1.4784 3.0973 -2.2430
H 0.4239 -4.4719 1.6941
Br -4.0492 5.7295 -4.1420
P -2.9446 -1.6358 0.6178
H -1.9378 2.2069 3.8139
C 2.5930 5.9913 2.2483
H -4.8088 0.7216 0.9056
C -1.5026 -5.3278 -1.7231
C 1.3953 6.5586 0.2545
C 3.5652 3.5837 -1.9556
N -0.2830 0.2647 1.5786
C 3.4351 1.4701 2.2224
H 4.6500 1.3952 -0.9321
H 3.0332 6.2744 3.1959
H 0.8855 7.2852 -0.3651
H -4.4661 -1.4793 -1.1911
H 0.5069 -1.9578 -2.8481
C 5.5138 -3.1782 0.0668
H 4.3962 0.6240 3.9374
H 3.2021 3.9579 2.4424
H -4.2719 -1.6448 4.1194
C 1.4907 5.2443 -0.1752
C -5.8348 -1.8540 0.4104
H -5.8078 -2.9410 0.3509
C -2.3958 -3.0880 -0.3506
*
```